137
Properties=species:S:1:pos:R:3 method="wB97M-V/def2-TZVPD" orbital_gap_ev=8.39 homo_energy_ev=-8.1 relative_energy_kcal_mol=0.0 multiplicity=1 e_lumo_ha=0.00953
O 1.606 0.043 7.788
P 0.362 0.488 7.050
N -0.959 -0.399 7.739
C -0.729 -1.099 8.999
C -2.313 -0.498 7.195
N 0.350 0.076 5.400
C 0.474 -1.322 4.938
C 0.539 1.146 4.364
N 0.004 2.177 7.226
C 1.011 3.162 7.764
C -1.253 2.744 6.864
H -1.093 -0.488 9.825
H 0.336 -1.302 9.106
H -1.181 -2.089 9.050
H -2.442 -1.177 6.352
H -2.567 0.509 6.864
H -3.162 -0.775 7.820
H 0.799 -1.952 5.765
H -0.458 -1.708 4.526
H 1.237 -1.372 4.162
H 0.136 0.762 3.427
H 0.001 2.074 4.560
H 1.586 1.385 4.172
H 1.333 2.734 8.713
H 1.865 3.244 7.093
H 0.529 4.136 7.849
H -1.536 2.167 5.983
H -1.118 3.794 6.602
H -2.057 2.638 7.593
O 1.365 -3.096 -3.562
P 2.745 -2.519 -3.582
N 2.604 -0.784 -3.701
C 3.648 0.142 -3.210
C 1.689 -0.213 -4.626
N 3.732 -2.949 -4.918
C 3.006 -3.629 -6.004
C 4.777 -2.049 -5.441
N 3.774 -2.714 -2.185
C 5.033 -3.521 -2.138
C 3.076 -2.531 -0.926
H 3.321 1.043 -2.691
H 4.318 0.538 -3.973
H 4.333 -0.434 -2.588
H 1.096 -1.038 -5.020
H 2.271 0.426 -5.290
H 0.974 0.296 -3.980
H 2.425 -4.414 -5.521
H 2.314 -3.009 -6.575
H 3.812 -3.995 -6.640
H 5.502 -2.614 -6.026
H 4.442 -1.150 -5.959
H 5.306 -1.623 -4.588
H 5.650 -3.193 -1.302
H 4.916 -4.594 -1.984
H 5.687 -3.212 -2.954
H 2.462 -1.631 -0.939
H 3.692 -2.598 -0.029
H 2.243 -3.230 -0.844
O -1.059 1.589 0.381
P -1.280 2.988 0.013
N -2.821 3.369 -0.660
C -3.255 2.424 -1.747
C -3.328 4.674 -0.710
N -0.155 3.609 -1.100
C -0.035 5.012 -1.447
C 0.989 2.788 -1.678
N -1.111 4.123 1.289
C -2.067 4.148 2.389
C 0.238 4.256 1.820
H -4.329 2.609 -1.733
H -3.007 1.433 -1.365
H -2.921 2.753 -2.731
H -3.171 5.012 -1.734
H -2.783 5.355 -0.058
H -4.380 4.703 -0.425
H 0.561 5.518 -0.688
H 0.406 5.186 -2.429
H -0.981 5.553 -1.432
H 1.058 2.958 -2.752
H 1.870 3.024 -1.082
H 0.857 1.721 -1.499
H -1.728 3.509 3.204
H -1.982 5.129 2.855
H -3.087 3.898 2.097
H 0.476 3.252 2.173
H 0.267 4.950 2.660
H 1.022 4.522 1.110
C -2.240 0.220 -5.588
S -1.854 2.026 -5.882
O -0.548 2.307 -5.178
C -1.553 2.097 -7.697
H -2.042 0.019 -4.535
H -1.418 -0.358 -6.009
H -3.227 0.027 -6.010
H -0.865 2.857 -8.068
H -2.452 2.158 -8.310
H -1.124 1.119 -7.917
C -5.535 -3.068 -2.186
S -5.925 -1.934 -0.769
O -4.981 -2.253 0.393
C -5.192 -0.429 -1.604
H -5.770 -2.549 -3.115
H -6.211 -3.914 -2.060
H -4.535 -3.490 -2.091
H -5.141 0.446 -0.956
H -5.892 -0.359 -2.437
H -4.192 -0.725 -1.918
C 0.409 -1.198 0.754
S -0.226 -2.538 -0.300
O -0.828 -3.415 0.781
C -1.642 -1.599 -0.970
H -0.291 -1.021 1.571
H 0.416 -0.307 0.127
H 1.437 -1.368 1.077
H -2.198 -1.054 -0.207
H -2.238 -2.435 -1.335
H -1.444 -0.967 -1.835
C -1.719 -4.796 -2.769
S -2.662 -5.377 -1.301
O -3.919 -5.898 -1.922
C -1.678 -6.912 -0.852
H -0.692 -4.441 -2.679
H -2.312 -4.084 -3.343
H -1.652 -5.658 -3.431
H -1.787 -7.689 -1.608
H -2.150 -7.406 -0.003
H -0.612 -6.924 -0.623
C 5.260 1.058 2.514
S 4.499 1.102 0.799
O 4.510 -0.290 0.190
C 2.797 1.238 1.539
H 5.029 1.984 3.039
H 6.338 1.008 2.366
H 4.883 0.217 3.096
H 2.107 1.321 0.699
H 2.750 2.087 2.222
H 2.538 0.299 2.026

=====

132
Properties=species:S:1:pos:R:3 method="wB97M-V/def2-TZVPD" orbital_gap_ev=6.89 charge=+1 homo_energy_ev=-11.5 multiplicity=1 e_lumo_ha=-0.16980
C -4.661 -0.959 -1.900
C -3.085 -0.794 -1.682
C -2.298 -1.054 -3.025
C -1.022 -0.130 -3.227
C -1.326 1.414 -3.032
C -0.353 2.164 -2.077
C 0.297 3.380 -2.584
N 1.134 4.093 -1.768
C 1.439 3.785 -0.471
C 0.876 2.603 0.141
C -0.032 1.800 -0.692
C -0.636 0.549 -0.019
O -1.497 0.710 0.811
O -0.207 -0.717 -0.275
H -4.993 0.000 -2.391
H -5.108 -0.946 -0.870
H -4.920 -1.862 -2.493
H -2.945 0.220 -1.236
H -2.801 -1.621 -0.969
H -2.008 -2.132 -3.169
H -3.028 -0.830 -3.875
H -0.134 -0.490 -2.634
H -0.721 -0.285 -4.303
H -2.412 1.584 -2.778
H -1.196 1.894 -4.047
H 0.085 3.681 -3.632
H 1.542 4.948 -2.156
H 2.117 4.437 0.131
H 1.098 2.337 1.203
H -0.932 -1.349 -0.097
C 4.061 1.701 1.328
O 3.601 2.796 2.123
H 4.022 1.990 0.278
H 5.088 1.454 1.595
H 3.415 0.834 1.490
H 3.646 2.512 3.048
C 1.858 -2.144 -5.774
O 1.337 -1.819 -4.491
H 1.253 -2.941 -6.204
H 1.816 -1.267 -6.426
H 2.891 -2.486 -5.681
H 1.887 -1.113 -4.131
C -2.181 -1.334 3.505
O -1.351 -2.474 3.665
H -3.192 -1.662 3.265
H -2.198 -0.759 4.435
H -1.799 -0.717 2.691
H -0.468 -2.138 3.873
C 1.237 1.486 -5.895
O 1.956 1.071 -4.738
H 1.919 1.500 -6.742
H 0.423 0.784 -6.098
H 0.831 2.490 -5.741
H 1.333 1.065 -4.002
C 2.539 -1.956 3.083
O 1.436 -1.277 3.686
H 2.424 -3.026 3.251
H 2.551 -1.758 2.009
H 3.471 -1.618 3.532
H 1.561 -0.336 3.523
C 6.076 -2.978 1.715
O 5.614 -1.921 2.557
H 5.944 -2.681 0.676
H 7.136 -3.165 1.905
H 5.497 -3.884 1.909
H 5.741 -2.207 3.469
C -3.885 0.689 -6.952
O -3.785 -0.521 -6.210
H -3.421 1.490 -6.377
H -3.367 0.584 -7.908
H -4.936 0.933 -7.126
H -4.201 -1.214 -6.738
C 4.573 -4.281 -1.690
O 4.580 -2.912 -1.296
H 5.572 -4.551 -2.026
H 4.295 -4.911 -0.842
H 3.865 -4.428 -2.509
H 3.688 -2.696 -1.004
C 7.918 0.673 0.182
O 6.779 -0.157 0.378
H 7.907 1.044 -0.841
H 7.885 1.520 0.873
H 8.831 0.096 0.346
H 6.810 -0.474 1.290
C -7.872 -1.440 -4.507
O -7.184 -1.863 -3.335
H -7.167 -1.414 -5.336
H -8.676 -2.144 -4.737
H -8.287 -0.441 -4.355
H -7.826 -1.878 -2.616
C -5.377 -4.246 2.999
O -4.552 -5.391 3.160
H -6.387 -4.573 2.760
H -5.394 -3.670 3.929
H -4.994 -3.627 2.182
H -3.665 -5.077 3.372
C -5.495 0.489 3.077
O -5.518 0.998 1.748
H -6.464 0.670 3.540
H -5.299 -0.586 3.055
H -4.718 0.998 3.652
H -4.651 0.826 1.362
C -4.870 3.784 3.636
O -5.369 4.074 4.936
H -5.457 2.976 3.210
H -4.959 4.668 3.000
H -3.823 3.474 3.704
H -4.836 4.791 5.295
C -5.937 -4.356 -5.593
O -5.713 -3.940 -6.937
H -6.774 -3.792 -5.188
H -6.175 -5.422 -5.569
H -5.045 -4.159 -4.992
H -4.969 -4.451 -7.275
C 4.408 3.103 6.191
O 3.901 2.061 5.352
H 5.481 3.192 6.032
H 3.926 4.047 5.933
H 4.216 2.858 7.238
H 2.952 2.004 5.513
C 4.548 0.259 8.562
O 4.095 1.357 9.346
H 4.510 0.542 7.511
H 5.577 0.011 8.833
H 3.900 -0.606 8.727
H 4.136 1.087 10.270
C 4.895 6.273 2.800
O 4.976 5.065 3.541
H 5.361 7.069 3.377
H 5.421 6.163 1.848
H 3.846 6.528 2.617
H 4.557 4.375 3.010

=====

126
Properties=species:S:1:pos:R:3 method="wB97M-V/def2-TZVPD" orbital_gap_ev=9.06 homo_energy_ev=-8.9 relative_energy_kcal_mol=50.4 multiplicity=1 e_lumo_ha=0.00630
C 3.390 30.049 -7.201
C 4.125 28.738 -7.151
O 4.022 28.160 -8.473
H 3.378 30.621 -6.274
H 2.337 29.947 -7.467
H 3.811 30.682 -7.982
H 3.661 28.072 -6.424
H 5.181 28.874 -6.916
H 4.432 27.297 -8.385
C 3.774 25.257 -10.417
C 4.902 24.745 -9.564
O 5.206 25.677 -8.518
H 4.026 26.185 -10.930
H 2.941 25.418 -9.732
H 3.499 24.560 -11.209
H 5.801 24.680 -10.177
H 4.663 23.740 -9.218
H 5.507 25.070 -7.838
C 8.116 26.494 -11.663
C 9.025 27.714 -12.057
O 8.391 28.576 -12.914
H 8.665 25.709 -11.142
H 7.763 25.990 -12.563
H 7.204 26.770 -11.133
H 9.943 27.367 -12.532
H 9.354 28.304 -11.202
H 8.904 29.374 -13.058
C 8.438 22.381 -8.893
C 9.301 22.072 -7.650
O 8.797 22.788 -6.516
H 7.514 21.805 -8.925
H 8.999 22.140 -9.796
H 8.109 23.419 -8.946
H 10.302 22.450 -7.855
H 9.241 21.004 -7.438
H 9.448 22.753 -5.811
C 5.715 20.253 -12.312
C 5.598 21.596 -11.571
O 4.254 21.736 -11.210
H 4.850 20.038 -12.939
H 5.590 19.430 -11.609
H 6.665 20.053 -12.807
H 5.849 22.438 -12.216
H 6.253 21.601 -10.700
H 4.155 21.102 -10.496
C 4.746 24.698 -5.085
C 6.235 24.446 -5.305
O 6.291 23.977 -6.634
H 4.600 25.080 -4.074
H 4.251 23.729 -5.149
H 4.256 25.395 -5.766
H 6.630 23.695 -4.621
H 6.878 25.326 -5.331
H 7.135 23.525 -6.703
C 0.999 26.511 -12.292
C 0.282 26.869 -10.947
O 0.168 28.257 -10.782
H 2.068 26.700 -12.196
H 0.547 27.054 -13.123
H 0.910 25.440 -12.474
H 0.818 26.516 -10.066
H -0.677 26.360 -10.843
H 1.011 28.685 -10.616
C 1.493 26.073 -6.939
C 0.013 25.815 -7.139
O -0.253 24.444 -7.103
H 1.790 25.994 -5.893
H 1.848 27.022 -7.340
H 2.056 25.274 -7.421
H -0.439 26.168 -8.067
H -0.467 26.224 -6.250
H -0.237 24.066 -7.985
C 2.248 22.245 -14.029
C 1.419 21.819 -12.841
O 1.828 22.717 -11.830
H 2.118 23.287 -14.323
H 1.911 21.685 -14.901
H 3.274 22.010 -13.746
H 1.493 20.807 -12.443
H 0.339 21.923 -12.951
H 2.690 22.417 -11.534
C 8.060 27.457 -8.373
C 9.156 26.582 -7.869
O 10.131 27.339 -7.186
H 7.600 27.892 -7.486
H 7.305 26.938 -8.965
H 8.415 28.293 -8.975
H 9.585 26.079 -8.735
H 8.770 25.805 -7.209
H 10.436 28.056 -7.747
C 5.322 30.423 -12.913
C 5.083 28.922 -12.714
O 5.887 28.271 -13.584
H 5.300 30.708 -13.965
H 6.336 30.683 -12.608
H 4.563 31.053 -12.451
H 4.079 28.634 -13.028
H 5.282 28.647 -11.678
H 6.802 28.471 -13.371
C 1.859 31.026 -11.865
C 2.587 30.673 -10.580
O 2.634 29.238 -10.565
H 0.861 30.599 -11.971
H 2.329 30.585 -12.745
H 1.830 32.104 -12.021
H 2.064 30.979 -9.673
H 3.533 31.205 -10.483
H 3.324 28.898 -9.991
C 5.361 24.857 -14.096
C 5.766 25.368 -15.475
O 4.962 26.457 -15.903
H 4.540 24.140 -14.088
H 5.162 25.710 -13.447
H 6.180 24.304 -13.635
H 5.817 24.555 -16.199
H 6.786 25.735 -15.361
H 5.149 27.229 -15.364
C 2.112 21.417 -8.283
C 2.259 20.037 -8.901
O 3.540 19.847 -9.308
H 2.793 21.661 -7.468
H 1.104 21.537 -7.885
H 2.194 22.165 -9.072
H 1.505 19.945 -9.683
H 2.020 19.219 -8.222
H 3.671 18.914 -9.496